The following is a quantum chemistry calculation of a 2-piece molecular cluster, C5H11NO2 overall at a distorted geometry, from the Open Molecules 2025 dataset.

Geometry as ORCA input:
```
! RIJCOSX wB97M-V def2-TZVPD def2/J DEFGRID3
* xyz -1 2
C -1.6174 0.0544 -0.3466
C -0.7796 0.6886 0.8011
C -0.1344 -0.3181 1.7101
C 1.1618 -0.6828 1.7114
C -0.8563 -0.4181 -1.5554
N 0.1540 -1.3097 -1.2820
O -1.0787 -0.0452 -2.6990
H -2.1735 -0.7767 0.0936
H -2.3575 0.7670 -0.6720
H -1.5457 1.2182 1.3583
H -0.0157 1.3568 0.4142
H -0.7789 -0.6511 2.5038
H 1.5522 -1.3092 2.5163
H 1.8868 -0.3658 0.9728
H 0.2254 -1.7244 -0.3641
H 0.4748 -1.9182 -2.0188
H 1.7533 2.2069 -0.3819
H 2.0117 1.1454 -1.4952
O 2.1177 2.0820 -1.2667
*
```

Results
**Maximum force**: 1.52 eV Å⁻¹
**LUMO (alpha / beta)**: 4.02 / 3.78 eV
**Orbital gap (alpha / beta)**: 3.096 / 9.321 eV
**HOMO level (alpha / beta)**: 0.034 / -0.203 hartree
**Expectation value of S²**: 0.752
**Relative energy (zero: lowest compared OMol25 entry of this formula, charge and spin)**: 13.7 kcal per mole